ORCA calculation (wB97M-V/def2-TZVPD) on a 2-piece molecular cluster, C10H16O overall at a distorted geometry.

Cartesian coordinates (Å):
C: 2.63041 -2.44348 1.09475
C: 0.30161 -1.91417 0.56139
C: 1.65519 -1.94043 0.06083
C: -0.52741 -1.14689 -0.16693
C: -0.04823 -0.59322 -1.39441
C: 2.04347 -1.63088 -1.22553
C: 1.14577 -0.94098 -2.01566
O: -0.85777 0.19424 -2.27180
H: -0.01971 -2.61263 1.36071
H: -1.51417 -0.91569 0.04206
H: 2.65094 -1.75647 1.97930
H: 3.73659 -2.27084 0.91744
H: 3.11694 -1.77968 -1.62158
H: -1.65812 0.28350 -1.88527
H: 1.23566 -0.75993 -3.01609
H: 2.72715 -3.51068 1.64214
C: -0.82226 2.38159 0.66600
C: -1.69146 1.32764 1.34876
C: -1.84253 2.81521 -0.47963
H: 0.08666 2.00804 0.31875
H: -0.79152 3.30386 1.33255
H: -1.03869 0.78356 2.08425
H: -2.28893 1.75658 2.24387
H: -2.72283 2.07231 -0.55030
H: -1.94347 0.53284 0.71231
H: -1.14292 2.95755 -1.37944
H: -2.42040 3.79902 -0.35847

Forces on the atoms, in the same order (eV/Å):
3.432 -0.696 2.744
1.933 -0.677 -0.842
0.144 -2.563 2.099
0.825 1.170 -2.694
-0.785 0.251 -1.963
1.803 0.456 -0.169
-1.493 -0.505 3.146
4.428 -1.461 -0.206
0.414 1.097 -0.217
-1.738 -0.288 0.551
-0.868 -0.427 -0.401
-1.103 -0.300 -1.037
-1.853 -0.036 1.002
-4.223 0.691 1.796
0.574 0.764 -2.364
-1.223 1.952 -1.774
-5.232 2.227 0.830
2.885 0.564 5.303
0.523 1.009 -1.232
1.446 -0.322 -0.616
0.842 -1.369 -0.663
0.165 -0.076 -0.583
-0.454 -0.537 -2.478
1.763 0.850 -0.587
-1.602 -0.193 -0.499
-1.852 -0.450 0.570
1.249 -1.130 0.285

As for the largest force on an atom: 6.06 eV/A. As for the LUMO energy: 0.919 eV. The HOMO energy is -8.246 eV. The SMILES is Cc1ccc(O)cc1.CCC. The calculation puts the gap between HOMO and LUMO at 9.17 eV. For the energy above the lowest of the compared OMol25 structures with the same formula, charge and spin, the calculation gives 97.1 kcal/mol.

=====

ORCA calculation (wB97M-V/def2-TZVPD) on a 2-piece molecular cluster, C10H16O overall at a distorted geometry.

Cartesian coordinates (Å):
C: -1.97330 0.41618 -3.61286
C: -0.68247 -0.20328 -3.02076
C: -2.19500 1.80518 -2.97605
H: -1.79990 0.40534 -4.68412
H: -2.86476 -0.16317 -3.38531
H: -0.21416 -0.77356 -3.82957
H: -2.05804 1.73665 -1.89982
H: -1.48044 2.53774 -3.36478
H: -0.94792 -0.84385 -2.18220
H: 0.08556 0.51460 -2.74144
H: -3.15835 2.26368 -3.21207
C: 3.19101 -1.26512 0.40010
C: -0.19040 0.39478 0.63396
C: -0.44794 0.23201 1.99666
C: 0.98640 -0.09764 0.09465
C: 1.84088 -0.83701 0.91222
C: 0.30789 -0.64194 2.75546
C: 1.54112 -1.08187 2.24204
O: -1.57898 0.84873 2.46935
H: -0.89212 0.87996 -0.03008
H: 1.22411 0.10346 -0.93605
H: -0.02004 -0.92942 3.74744
H: -1.52533 0.89955 3.41102
H: 3.55277 -0.72159 -0.47949
H: 3.18866 -2.33177 0.16953
H: 2.11456 -1.85786 2.73392
H: 4.05609 -1.09792 1.05315

Forces on the atoms, in the same order (eV/Å):
0.744 0.801 0.907
-0.583 -0.528 -0.792
0.133 0.257 -1.041
-0.554 0.543 -0.229
0.157 -0.450 -0.115
-0.003 -0.433 0.418
-0.162 0.062 0.104
0.247 -0.185 0.171
0.423 -0.064 0.095
-0.300 0.349 0.194
-0.167 -0.329 0.197
0.864 -0.253 -0.497
0.420 0.003 -0.117
-0.816 -0.239 -0.776
-0.325 -0.234 0.984
1.502 0.865 -0.203
1.077 0.291 0.149
-1.697 -0.772 -0.543
0.016 -0.125 -0.764
-0.111 0.338 0.314
0.111 -0.137 -0.121
0.056 0.119 0.067
-0.052 -0.011 0.975
-0.682 -0.125 -0.250
0.089 -0.039 -0.156
0.183 0.391 0.433
-0.570 -0.093 0.597

As for the largest force on an atom: 1.94 eV/A. As for the LUMO energy: 0.911 eV. The HOMO energy is -8.401 eV. The SMILES is Cc1ccc(O)cc1.CCC. The calculation puts the gap between HOMO and LUMO at 9.31 eV. For the energy above the lowest of the compared OMol25 structures with the same formula, charge and spin, the calculation gives 29.3 kcal/mol.

=====

ORCA calculation (wB97M-V/def2-TZVPD) on a 2-piece molecular cluster, C10H16O overall at a distorted geometry.

Cartesian coordinates (Å):
C: 1.30274 -2.36853 -1.69063
C: 0.58811 -1.21376 1.84299
C: -0.81504 -1.44955 1.92566
C: 1.21295 -1.60351 0.67928
C: 0.49759 -2.01446 -0.42875
C: -1.57623 -1.62107 0.73135
C: -0.92590 -1.97103 -0.42433
O: -1.36927 -1.35602 3.10793
H: 1.03249 -0.83031 2.76042
H: 2.27393 -1.50407 0.59049
H: -2.62383 -1.77662 0.45492
H: -2.43708 -1.34132 2.91309
H: 0.72637 -2.26036 -2.54696
H: 1.69286 -3.43308 -1.59380
H: -1.49342 -2.23591 -1.28049
H: 2.30103 -1.92080 -1.84893
C: 0.55534 2.54488 -0.44489
C: -0.12797 3.78719 0.24714
C: -0.37904 1.55846 -1.13387
H: 1.10845 2.09050 0.29428
H: 1.27286 2.79531 -1.12190
H: -1.20765 3.63946 0.14769
H: 0.27971 4.05320 1.19326
H: -0.84658 1.93294 -2.08292
H: -1.20725 1.27648 -0.47861
H: 0.11030 4.65828 -0.32693
H: 0.05451 0.56370 -1.48551

Forces on the atoms, in the same order (eV/Å):
1.648 -1.943 2.124
-2.129 -0.900 0.525
0.863 0.948 -2.925
-0.230 0.570 0.111
0.056 0.242 -1.593
0.438 -1.177 -0.183
3.315 0.147 0.528
-5.417 0.406 1.139
0.327 -0.272 -0.364
0.539 -0.014 -0.009
-0.352 0.546 1.879
3.963 -0.076 1.134
-0.959 0.032 -1.692
-1.054 0.737 -0.307
-0.272 -0.093 -0.780
-0.751 0.819 0.408
-2.553 0.391 0.778
0.068 -0.984 -2.362
-0.735 -1.136 -1.086
1.026 -1.618 1.813
1.962 1.340 -2.061
0.104 0.249 0.799
-0.184 -0.463 1.135
0.376 0.213 0.866
-0.002 0.013 0.027
-0.082 0.673 -0.699
0.035 1.349 0.796

As for the largest force on an atom: 5.55 eV/A. As for the LUMO energy: 0.707 eV. The HOMO energy is -7.990 eV. The SMILES is Cc1ccc(O)cc1.CCC. The calculation puts the gap between HOMO and LUMO at 8.70 eV. For the energy above the lowest of the compared OMol25 structures with the same formula, charge and spin, the calculation gives 59.1 kcal/mol.

=====

ORCA calculation (wB97M-V/def2-TZVPD) on a 2-piece molecular cluster, C10H16O overall at a distorted geometry.

Cartesian coordinates (Å):
C: -3.14444 -0.64648 0.87780
C: -2.70924 -0.97298 -0.55602
C: -1.92655 -0.01198 1.58869
H: -4.04215 -0.03256 0.96665
H: -3.41145 -1.52827 1.47125
H: -1.65949 -1.25129 -0.59368
H: -2.67793 0.01542 -1.05144
H: -1.06446 -0.67907 1.51137
H: -1.69609 0.84766 0.95343
H: -3.38960 -1.53371 -1.19027
H: -1.99618 0.25837 2.63635
C: 0.91566 1.25339 -2.55518
C: 1.42925 1.57119 -0.06692
C: 1.31391 0.76683 -1.19952
C: 2.02585 1.04467 1.06137
C: 1.56963 -0.60332 -1.06154
C: 2.52646 -0.26082 1.11243
C: 2.16756 -1.12848 0.07129
O: 3.09712 -0.60496 2.30115
H: 1.02738 2.56986 -0.05825
H: 2.19682 1.69006 1.91466
H: 1.80269 1.61028 -3.08672
H: 0.23388 2.10533 -2.58528
H: 1.29236 -1.26790 -1.86904
H: 2.53812 -2.14235 0.18705
H: 3.09468 -1.54053 2.40410
H: 0.48622 0.47164 -3.18372

Forces on the atoms, in the same order (eV/Å):
0.501 -1.075 1.310
-0.378 2.077 -0.159
-0.066 0.098 -1.146
0.169 0.301 -0.415
0.016 -0.307 -0.362
-0.111 -0.775 0.002
-0.008 -0.173 -0.057
-0.050 -0.076 -0.060
0.383 0.329 0.512
0.120 -0.560 0.315
-0.501 0.181 0.039
-0.041 0.560 -0.577
0.272 -0.721 -0.395
-0.690 -0.810 0.038
0.642 0.370 0.278
0.206 0.215 -0.039
-1.836 0.785 -0.246
1.245 0.349 1.105
0.307 0.704 -0.251
0.170 0.307 -0.079
-0.118 -0.121 0.120
0.083 -0.079 0.005
-0.124 -0.062 0.365
0.197 -0.015 -0.133
-0.478 -0.229 -0.426
0.106 -1.193 0.079
-0.017 -0.078 0.177

As for the largest force on an atom: 2.12 eV/A. As for the LUMO energy: 0.814 eV. The HOMO energy is -8.327 eV. The SMILES is Cc1ccc(O)cc1.CCC. The calculation puts the gap between HOMO and LUMO at 9.14 eV. For the energy above the lowest of the compared OMol25 structures with the same formula, charge and spin, the calculation gives 28.4 kcal/mol.

=====

ORCA calculation (wB97M-V/def2-TZVPD) on a 2-piece molecular cluster, C10H16O overall at a distorted geometry.

Cartesian coordinates (Å):
C: -1.40453 -2.68170 1.63481
C: -0.48505 -0.97400 0.17804
C: -0.51222 -2.34265 0.44313
C: 0.33495 -0.49897 -0.88489
C: -0.18277 -3.24747 -0.56916
C: 0.95394 -1.44485 -1.66927
C: 0.75431 -2.81473 -1.50122
O: 1.81691 -0.92967 -2.61978
H: -1.01680 -0.16721 0.67014
H: 0.64861 0.54131 -0.92773
H: -1.73593 -1.79537 2.19632
H: -0.81446 -3.22063 2.40247
H: -0.50888 -4.28665 -0.45681
H: 0.99828 -3.56489 -2.27171
H: 2.24147 -1.65731 -3.08306
H: -2.21014 -3.38515 1.43742
C: 0.24867 2.74979 1.02754
C: 1.10806 2.65827 -0.24640
C: -1.13029 3.43288 0.75357
H: 0.19580 1.68902 1.38918
H: 0.84309 3.17011 1.94970
H: 1.97779 2.04362 -0.11888
H: -1.55285 3.90959 1.58817
H: -0.83005 4.10415 -0.00987
H: -1.79010 2.70290 0.25834
H: 0.54647 2.36606 -1.13160
H: 1.50574 3.64354 -0.43844

Forces on the atoms, in the same order (eV/Å):
1.146 -0.913 1.018
2.198 0.772 -1.883
-3.714 1.042 0.459
-0.404 -0.837 1.492
1.524 0.347 1.574
1.109 0.378 -0.511
-1.655 -0.892 -1.343
-0.127 -0.411 0.111
-0.008 -0.600 0.803
-0.550 -0.490 -0.454
-0.201 -0.210 -0.633
0.020 0.102 -0.317
0.373 0.308 -0.231
0.469 0.692 0.255
0.030 -0.023 -0.062
-0.311 0.273 -0.313
0.828 -1.415 1.951
-0.173 1.377 0.675
2.005 -2.142 -0.944
-0.712 0.678 -0.243
-1.026 -0.043 -2.002
0.299 -0.611 0.063
-0.678 0.523 0.969
-0.413 1.333 -0.641
-0.039 0.288 0.452
-0.099 -0.032 0.107
0.110 0.507 -0.352

As for the largest force on an atom: 3.88 eV/A. As for the LUMO energy: 0.893 eV. The HOMO energy is -8.335 eV. The SMILES is Cc1ccc(O)cc1.CCC. The calculation puts the gap between HOMO and LUMO at 9.23 eV. For the energy above the lowest of the compared OMol25 structures with the same formula, charge and spin, the calculation gives 48.4 kcal/mol.

=====

ORCA calculation (wB97M-V/def2-TZVPD) on a 2-piece molecular cluster, C10H16O overall at a distorted geometry.

Cartesian coordinates (Å):
C: -1.31909 2.32440 0.09553
C: -0.62041 3.31958 1.04788
C: -0.32265 1.32684 -0.46541
C: 0.47749 1.66013 -1.53779
C: 0.08038 0.26644 0.38342
C: 1.62673 0.89551 -1.85485
C: 1.24129 -0.39278 0.09824
C: 1.96955 -0.18367 -1.06492
O: 2.91139 -1.10265 -1.43118
H: -2.06621 1.77404 0.67396
H: -1.86769 2.81252 -0.71569
H: -1.03672 3.22147 2.04906
H: 0.25120 2.22883 -2.43173
H: -0.67630 0.01398 1.11881
H: 2.24652 1.36060 -2.61679
H: 1.62717 -1.07064 0.84572
H: 3.26576 -0.88422 -2.30465
H: -0.83685 4.35752 0.79327
H: 0.45175 3.20671 1.00262
C: -1.28207 -3.19061 0.08839
C: -0.60862 -3.14638 1.48927
H: -0.76197 -3.97264 -0.46406
H: -2.35403 -3.10588 0.14347
H: -0.89063 -2.31763 -0.43328
H: 0.43699 -2.92430 1.55742
H: -1.15758 -2.35114 2.00238
H: -0.78539 -4.12604 1.93089

Forces on the atoms, in the same order (eV/Å):
-0.460 -0.617 -0.336
-0.824 0.489 -0.323
0.073 0.710 0.880
1.059 -1.685 -1.277
-0.851 1.576 -1.524
-0.559 0.864 0.607
0.336 -1.197 0.990
-0.064 0.393 -0.642
0.432 0.155 0.301
-0.074 0.007 -0.094
0.175 0.142 0.101
0.469 -0.248 0.197
-0.658 1.169 0.802
0.772 -0.203 0.612
0.104 -0.867 -0.343
-0.027 -0.600 -0.294
-0.137 0.077 0.286
-0.001 0.033 -0.284
0.273 -0.140 0.335
2.984 0.993 0.229
-2.074 -0.128 -0.314
-1.089 -0.601 -0.231
-0.251 -0.675 -0.195
-0.436 0.393 -0.184
0.569 0.074 -0.512
0.247 -0.310 0.631
0.011 0.198 0.582

As for the largest force on an atom: 3.15 eV/A. As for the LUMO energy: 0.857 eV. The HOMO energy is -8.350 eV. The SMILES is CCc1ccc(O)cc1.CC. The calculation puts the gap between HOMO and LUMO at 9.21 eV. For the energy above the lowest of the compared OMol25 structures with the same formula, charge and spin, the calculation gives 46.4 kcal/mol.